Arrangement A

C5H14 | wB97M-V/def2-TZVPD

HOMO-LUMO gap = 12.5629 eV
LUMO energy = 1.15 eV
Net charge = 0

Bonds (Å) are listed after each position.
Atoms and positions in Å:
1 C -1.14552 -2.21164 -0.42685  C2 1.518, H4 1.094, H5 1.096, H6 1.093
2 C -0.35851 -1.16440 0.34095  C1 1.518, C3 1.542, H7 1.092, H8 1.083
3 C 0.20064 -1.69889 1.67509  C2 1.542, H9 1.088, H10 1.087, H11 1.090
4 H -1.43970 -1.90561 -1.43463  C1 1.094
5 H -2.10066 -2.45419 0.05296  C1 1.096
6 H -0.60989 -3.15710 -0.54279  C1 1.093
7 H 0.49044 -0.90041 -0.29363  C2 1.092
8 H -1.00188 -0.29947 0.44324  C2 1.083
9 H -0.41167 -2.52743 2.02634  C3 1.088
10 H 1.23936 -1.99409 1.55465  C3 1.087
11 H 0.15839 -0.91026 2.42654  C3 1.090
12 C 1.35811 2.35742 -0.51310  C13 1.549, H14 1.086, H15 1.089, H16 1.090
13 C -0.12863 2.45574 -0.93701  C12 1.549, H17 1.082, H18 1.091, H19 1.084
14 H 2.06063 2.43111 -1.33743  C12 1.086
15 H 1.60196 3.14087 0.20321  C12 1.089
16 H 1.52094 1.40114 -0.01567  C12 1.090
17 H -0.68349 1.56864 -0.66340  C13 1.082
18 H -0.15456 2.52206 -2.02600  C13 1.091
19 H -0.59595 3.34650 -0.53246  C13 1.084

***

Arrangement B

C5H14 | wB97M-V/def2-TZVPD

HOMO-LUMO gap = 12.1404 eV
LUMO energy = 1.09 eV
Net charge = 0

Bonds (Å) are listed after each position.
Atoms and positions in Å:
1 C -0.61307 2.14219 2.33987  C2 1.627, H4 1.159, H5 1.089, H6 1.002
2 C -1.06023 1.52537 0.90220  C1 1.627, C3 1.507, H7 1.076, H8 1.043
3 C -0.07067 0.47104 0.47644  C2 1.507, H9 1.183, H10 1.009, H11 1.124
4 H -1.50208 2.37286 3.04687  C1 1.159
5 H -0.04963 3.06248 2.19662  C1 1.089
6 H -0.10850 1.59155 3.00788  C1 1.002
7 H -2.10646 1.27491 0.93385  C2 1.076
8 H -0.77855 2.37348 0.36369  C2 1.043
9 H 0.69399 0.14193 1.31700  C3 1.183
10 H -0.71000 -0.22135 0.11574  C3 1.009
11 H 0.34988 0.81623 -0.50681  C3 1.124
12 C 0.43880 -1.80839 -2.47081  C13 1.563, H14 1.135, H15 1.171, H16 1.176
13 C 1.19325 -2.24705 -1.17466  C12 1.563, H17 1.060, H18 1.033, H19 1.163
14 H 1.22350 -1.69270 -3.28269  C12 1.135
15 H -0.44873 -2.45765 -2.87374  C12 1.171
16 H -0.06287 -0.75983 -2.29471  C12 1.176
17 H 1.57371 -3.23044 -1.28607  C13 1.060
18 H 0.62961 -2.33241 -0.31375  C13 1.033
19 H 1.96769 -1.43808 -0.86210  C13 1.163

***

Relative energies, in kJ/mol, with the most stable structure set to zero: arrangement A 0.0; arrangement B 185.8.

***

Arrangement A

C5H14 | wB97M-V/def2-TZVPD

HOMO-LUMO gap = 12.3345 eV
LUMO energy = 1.14 eV
Net charge = 0

Bonds (Å) are listed after each position.
Atoms and positions in Å:
1 C 0.38294 -2.90903 0.24003  C2 1.516, H4 1.098, H5 1.094, H6 1.087
2 C -0.00530 -1.67382 -0.54830  C1 1.516, C3 1.533, H7 1.101, H8 1.093
3 C 1.22967 -0.90870 -1.03648  C2 1.533, H9 1.091, H10 1.091, H11 1.087
4 H 1.00943 -2.51840 1.05287  C1 1.098
5 H 1.05384 -3.59313 -0.28705  C1 1.094
6 H -0.42415 -3.51819 0.63850  C1 1.087
7 H -0.62569 -1.86055 -1.43866  C2 1.101
8 H -0.70052 -1.04352 0.01157  C2 1.093
9 H 0.96709 0.07585 -1.42734  C3 1.091
10 H 1.88883 -0.79681 -0.17483  C3 1.091
11 H 1.70227 -1.39507 -1.88576  C3 1.087
12 C -0.45999 2.57252 -0.02939  C13 1.503, H14 1.101, H15 1.091, H16 1.093
13 C -1.18687 2.45716 1.28115  C12 1.503, H17 1.095, H18 1.088, H19 1.089
14 H -0.33210 3.58828 -0.43412  C12 1.101
15 H 0.57615 2.23183 -0.05725  C12 1.091
16 H -0.96041 2.11566 -0.88666  C12 1.093
17 H -0.96549 1.50080 1.76715  C13 1.095
18 H -2.27239 2.47254 1.20211  C13 1.088
19 H -0.87732 3.20258 2.01246  C13 1.089

***

Arrangement B

C5H14 | wB97M-V/def2-TZVPD

HOMO-LUMO gap = 11.9877 eV
LUMO energy = 1.10 eV
Net charge = 0

Bonds (Å) are listed after each position.
Atoms and positions in Å:
1 C -2.23345 -0.72738 1.38786  C2 1.447, H4 1.079, H5 1.143, H6 1.107
2 C -0.97758 -0.78725 0.67121  C1 1.447, C3 1.605, H7 1.123, H8 1.080
3 C -0.43916 -2.29445 0.55759  C2 1.605, H9 1.060, H10 1.142, H11 1.032
4 H -2.58289 0.24809 1.68958  C1 1.079
5 H -2.32805 -1.30342 2.37018  C1 1.143
6 H -3.10672 -1.08339 0.80798  C1 1.107
7 H -1.03419 -0.34475 -0.35958  C2 1.123
8 H -0.13284 -0.21696 1.02824  C2 1.080
9 H -0.64053 -2.88968 1.41160  C3 1.060
10 H -1.15311 -2.80397 -0.17300  C3 1.142
11 H 0.56714 -2.30986 0.32849  C3 1.032
12 C 2.22671 1.30720 -1.57106  C13 1.528, H14 1.107, H15 1.169, H16 0.975
13 C 1.31200 2.24914 -0.78870  C12 1.528, H17 1.165, H18 1.105, H19 1.075
14 H 2.36648 0.32342 -1.08397  C12 1.107
15 H 1.69429 1.09981 -2.59040  C12 1.169
16 H 3.09517 1.64111 -1.86159  C12 0.975
17 H 1.20693 3.26493 -1.34878  C13 1.165
18 H 1.87708 2.59734 0.09427  C13 1.105
19 H 0.28275 2.03006 -0.56992  C13 1.075

***

Arrangement C

C5H14 | wB97M-V/def2-TZVPD

HOMO-LUMO gap = 11.6225 eV
LUMO energy = 1.12 eV
Net charge = 0

Bonds (Å) are listed after each position.
Atoms and positions in Å:
1 C 0.10481 0.97352 -0.71437  C2 1.522, H4 1.171, H5 1.131, H6 1.126
2 C 1.44886 1.32323 -0.09250  C1 1.522, C3 1.488, H7 1.117, H8 1.201
3 C 2.74339 1.17381 -0.80981  C2 1.488, H9 1.092, H10 1.018, H11 1.151
4 H -0.53023 1.79370 -1.25851  C1 1.171
5 H 0.43455 0.22939 -1.49935  C1 1.131
6 H -0.62593 0.53906 0.02372  C1 1.126
7 H 1.55865 0.81859 0.89760  C2 1.117
8 H 1.22601 2.41028 0.36692  C2 1.201
9 H 3.05220 0.17370 -1.12238  C3 1.092
10 H 3.44046 1.51535 -0.15146  C3 1.018
11 H 2.88291 1.88399 -1.70529  C3 1.151
12 C -1.65267 -1.84731 1.39016  C13 1.553, H14 1.086, H15 1.056, H16 1.137
13 C -2.34131 -1.34066 0.09364  C12 1.553, H17 1.149, H18 1.119, H19 1.100
14 H -2.08598 -1.52426 2.33248  C12 1.086
15 H -1.70179 -2.90194 1.38789  C12 1.056
16 H -0.54440 -1.59966 1.34064  C12 1.137
17 H -1.54788 -1.15361 -0.71634  C13 1.149
18 H -2.77829 -0.36203 0.41539  C13 1.119
19 H -3.08335 -2.10516 -0.17844  C13 1.100

***

Arrangement D

C5H14 | wB97M-V/def2-TZVPD

HOMO-LUMO gap = 11.9354 eV
LUMO energy = 1.12 eV
Net charge = 0

Bonds (Å) are listed after each position.
Atoms and positions in Å:
1 C 1.06070 -2.01073 -1.03428  C2 1.571, H4 1.093, H5 1.080, H6 1.088
2 C 0.03334 -0.86415 -1.34900  C1 1.571, C3 1.523, H7 1.083, H8 1.079
3 C -1.45507 -1.16215 -1.22884  C2 1.523, H9 1.103, H10 1.099, H11 1.081
4 H 0.96919 -2.84239 -1.73756  C1 1.093
5 H 0.78264 -2.38779 -0.06080  C1 1.080
6 H 2.00885 -1.50376 -1.19884  C1 1.088
7 H 0.39691 -0.11771 -0.65334  C2 1.083
8 H 0.24136 -0.52042 -2.35075  C2 1.079
9 H -1.87021 -0.19677 -0.89288  C3 1.103
10 H -1.88709 -1.19195 -2.23945  C3 1.099
11 H -1.69475 -1.77821 -0.37292  C3 1.081
12 C 0.59981 2.43445 1.69846  C13 1.524, H14 1.099, H15 1.087, H16 1.103
13 C -0.27824 1.19217 1.61246  C12 1.524, H17 1.099, H18 1.072, H19 1.095
14 H 0.11207 3.33310 2.10231  C12 1.099
15 H 1.47443 2.20992 2.30398  C12 1.087
16 H 0.98716 2.65523 0.68946  C12 1.103
17 H -0.36332 0.68677 2.58462  C13 1.099
18 H 0.16293 0.58400 0.84731  C13 1.072
19 H -1.28070 1.48039 1.28006  C13 1.095

***

Relative energies, in kJ/mol, with the most stable structure set to zero: arrangement A 0.0; arrangement B 96.4; arrangement C 103.0; arrangement D 54.9.